C2H7NOSi | ωB97M-V/def2-TZVPD

As for the net charge: 0. The HOMO energy is -8.09 eV. The calculation puts the frontier orbital gap at 8.38 eV. As for the maximum force: 4.326 eV Å⁻¹. Its energy above the lowest of the compared OMol25 structures with the same formula, charge and spin is 259.4 kJ/mol.

The geometry in XYZ format:
```
12
Properties=species:S:1:pos:R:3:forces:R:3
H -1.82676 -0.15798 1.79607 -0.29 0.64 1.15
H 1.47138 2.29209 -2.35542 -0.93 -0.92 1.51
H 3.04997 -0.34459 -0.71165 -1.44 1.09 1.49
Si 1.04537 0.17396 0.49033 -0.17 -3.62 -2.36
H -3.24333 -0.94389 0.86748 -1.61 -0.13 0.00
C -2.24902 -0.66208 0.96882 2.07 -0.08 -0.53
N 0.01307 -0.99759 0.10349 2.09 1.91 0.48
H -1.65030 -1.69667 -0.72679 -0.62 -0.28 -0.62
H 1.05979 1.26302 1.26849 -0.42 2.67 1.97
H 1.10141 1.91214 -1.74507 0.89 0.98 -1.59
O 2.56802 0.24250 -0.04724 1.45 -1.26 -1.31
C -1.33959 -1.08089 0.09150 -1.03 -1.00 -0.20
```
Forces are in eV/Å.